Below is C3H5N2O as an isolated structure at a distorted geometry, with properties calculated with ωB97M-V/def2-TZVPD.

The geometry in ORCA input format:
```
! RIJCOSX wB97M-V def2-TZVPD def2/J DEFGRID3
* xyz -1 1
C 0.7479 -0.9861 0.1170
C -1.2086 -0.1222 -1.0369
C 0.1470 0.2007 -0.3858
N 1.1292 -1.9339 0.6795
N 0.7594 1.3778 -0.1638
O 0.2450 2.5047 -0.5983
H -1.5090 -1.0894 -0.8364
H -1.2678 0.1736 -2.1577
H -1.9345 0.7429 -0.8108
H 1.4868 -0.6493 2.2493
H 1.4048 -0.2187 2.9438
*
```

Results
Gap between HOMO and LUMO ... 7.7 eV
HOMO level ... -0.1264 Eh
Energy above the lowest of the compared OMol25 structures with the same formula, charge and spin ... 17.2 kcal per mole
Energy ... -301.9775 Ha